{"formula": "C44H69N19O2", "method": "ωB97M-V with the def2-TZVPD basis set", "homo_lumo_gap_ev": 9.01, "symbols": ["C", "C", "O", "N", "C", "C", "C", "C", "C", "C", "C", "N", "C", "O", "H", "H", "H", "H", "H", "H", "H", "H", "H", "H", "H", "H", "H", "H", "H", "H", "H", "H", "C", "C", "N", "H", "H", "H", "C", "C", "N", "H", "H", "H", "C", "C", "N", "H", "H", "H", "C", "C", "N", "H", "H", "H", "C", "C", "N", "H", "H", "H", "C", "C", "N", "H", "H", "H", "C", "C", "N", "H", "H", "H", "C", "C", "N", "H", "H", "H", "C", "C", "N", "H", "H", "H", "C", "C", "N", "H", "H", "H", "C", "C", "N", "H", "H", "H", "C", "C", "N", "H", "H", "H", "C", "C", "N", "H", "H", "H", "C", "C", "N", "H", "H", "H", "C", "C", "N", "H", "H", "H", "C", "C", "N", "H", "H", "H", "C", "C", "N", "H", "H", "H"], "positions_angstrom": [[5.5985, -1.4016, -1.0874], [5.1022, -0.2310, -1.9014], [5.7555, 0.7410, -1.9411], [3.8655, -0.2884, -2.5985], [2.7341, -0.1746, -1.6183], [2.1098, 1.2277, -1.5686], [0.5983, 1.0595, -1.3584], [0.2435, 0.2714, -0.0677], [-0.5888, -0.9832, -0.2851], [-1.8775, -0.8754, -1.0977], [-1.4408, -1.6431, -2.3803], [-0.8238, -2.8338, -1.8113], [0.0701, -2.2573, -0.8364], [1.1026, -2.6935, -0.5693], [6.6628, -1.4670, -1.2634], [5.4404, -1.2308, -0.0304], [5.1157, -2.3262, -1.3861], [3.7483, -1.2097, -3.0098], [3.0529, -0.4874, -0.6290], [1.9679, -0.8269, -2.0006], [2.5324, 1.8593, -0.7937], [2.2601, 1.6622, -2.5505], [0.2168, 2.0716, -1.2354], [0.1267, 0.6674, -2.2517], [1.1201, 0.0743, 0.5380], [-0.3649, 0.9307, 0.5408], [-0.8413, -1.2850, 0.7389], [-2.3129, 0.1089, -1.2143], [-2.5662, -1.5707, -0.6305], [-0.7443, -1.0457, -2.9515], [-2.3496, -1.8179, -2.9432], [-1.4718, -3.4171, -1.2847], [-5.5845, -2.6342, 1.1664], [-4.4235, -3.1596, 0.4779], [-3.5087, -3.5760, -0.0774], [-6.4464, -2.5824, 0.5054], [-5.8594, -3.2545, 2.0210], [-5.3993, -1.6266, 1.5380], [-8.3146, -4.2161, -1.9764], [-7.9023, -2.8742, -1.5946], [-7.5766, -1.8149, -1.2908], [-8.6275, -4.7913, -1.1060], [-9.1506, -4.1837, -2.6736], [-7.4983, -4.7547, -2.4564], [-9.9741, 0.2768, 0.1926], [-11.3084, -0.1295, 0.6092], [-12.3636, -0.4484, 0.9322], [-9.3407, 0.5083, 1.0483], [-9.4780, -0.5081, -0.3755], [-10.0065, 1.1637, -0.4390], [-4.4460, 2.4439, -0.3070], [-5.0933, 1.3358, 0.3757], [-5.6048, 0.4607, 0.9161], [-3.7860, 2.9894, 0.3678], [-3.8467, 2.0943, -1.1477], [-5.1723, 3.1523, -0.6980], [8.6719, -0.6694, 1.8103], [7.5481, -1.5838, 1.9351], [6.6322, -2.2698, 2.0326], [8.6223, -0.1146, 0.8718], [8.6798, 0.0538, 2.6226], [9.6198, -1.1993, 1.8326], [-5.4443, -1.6427, -4.2122], [-4.7978, -0.4391, -3.7162], [-4.2812, 0.5075, -3.3250], [-4.9235, -2.0349, -5.0850], [-5.4531, -2.4204, -3.4492], [-6.4761, -1.4425, -4.4985], [-13.4393, 1.5439, -2.4095], [-12.2742, 1.0119, -3.1006], [-11.3526, 0.5915, -3.6415], [-14.3040, 1.5930, -3.0698], [-13.7094, 0.9241, -1.5544], [-13.2526, 2.5504, -2.0377], [-0.6126, -2.0905, 4.2216], [-0.6503, -0.7429, 3.6734], [-0.6805, 0.3147, 3.2273], [0.1328, -2.1717, 5.0113], [-1.5778, -2.3683, 4.6425], [-0.3614, -2.8190, 3.4512], [-10.3261, 1.8570, -6.5220], [-10.1053, 2.7209, -7.6732], [-9.9312, 3.4022, -8.5804], [-10.6378, 2.4298, -5.6513], [-11.1004, 1.1189, -6.7240], [-9.4195, 1.3183, -6.2520], [-1.7579, 3.4105, 4.9858], [-2.8662, 4.3117, 4.7070], [-3.7415, 5.0213, 4.4872], [-1.4013, 2.9290, 4.0753], [-0.9177, 3.9429, 5.4297], [-2.0534, 2.6238, 5.6782], [12.0417, 1.7466, 2.4859], [11.5026, 0.5722, 3.1537], [11.0767, -0.3523, 3.6854], [12.6168, 2.3635, 3.1753], [12.7012, 1.4663, 1.6651], [11.2465, 2.3678, 2.0739], [9.2041, -3.1178, 5.4585], [8.7822, -3.2296, 6.8465], [8.4482, -3.3177, 7.9411], [10.2867, -3.1877, 5.3676], [8.7681, -3.9096, 4.8497], [8.9005, -2.1645, 5.0286], [6.0247, 2.2884, 1.0383], [7.1239, 2.9528, 1.7222], [8.0014, 3.4616, 2.2607], [6.0690, 1.2096, 1.1851], [5.0592, 2.6328, 1.4072], [6.0552, 2.4735, -0.0349], [4.9156, -4.5818, 3.6657], [3.5989, -5.0383, 4.0870], [2.5575, -5.3899, 4.4189], [5.5342, -4.3194, 4.5233], [5.4398, -5.3528, 3.1025], [4.8447, -3.7024, 3.0299], [-6.3884, 6.6613, -0.6546], [-5.7180, 5.6897, -1.5052], [-5.1888, 4.9214, -2.1748], [-7.3834, 6.8914, -1.0329], [-6.4955, 6.2837, 0.3617], [-5.8257, 7.5922, -0.6061], [16.0875, 0.7442, 2.9880], [16.0261, 2.0602, 2.3674], [15.9717, 3.0971, 1.8784], [16.7901, 0.7366, 3.8199], [15.1130, 0.4451, 3.3731], [16.4095, -0.0111, 2.2727], [2.8508, 0.8735, -5.2550], [1.4933, 0.4401, -4.9623], [0.4235, 0.0913, -4.7317], [3.4247, 1.0028, -4.3362], [3.3702, 0.1404, -5.8707], [2.8517, 1.8216, -5.7917]], "forces_ev_per_a": [[-0.34, -0.32, -0.59], [-0.96, -2.09, 0.01], [1.68, 3.07, 0.00], [-0.40, -0.54, 0.50], [0.27, 0.93, -0.54], [-0.50, -1.11, -0.45], [0.45, 0.79, 0.92], [-0.35, 0.48, -1.01], [-0.01, -0.04, 1.25], [0.92, -0.64, -0.34], [-1.89, 0.75, 1.18], [1.03, -0.06, -0.33], [-4.00, 1.88, -1.53], [4.25, -1.82, 1.55], [0.29, -0.11, 0.06], [-0.15, 0.00, 0.19], [-0.05, -0.21, 0.18], [0.22, -0.08, 0.07], [-0.15, -0.37, 0.16], [-0.15, -0.43, 0.15], [0.20, 0.14, 0.04], [0.17, 0.43, 0.00], [-0.30, 0.11, -0.13], [0.04, -0.23, -0.08], [0.27, -0.27, 0.03], [-0.14, 0.04, 0.26], [-0.05, -0.15, 0.08], [0.07, 0.20, -0.11], [-0.49, 0.48, 0.05], [0.18, -0.30, -0.36], [0.18, -0.47, -0.51], [-0.31, -0.02, -0.36], [-0.37, 0.03, 0.59], [-0.03, -0.13, -0.03], [-0.04, -0.12, 0.02], [0.22, 0.06, -0.04], [0.20, -0.17, -0.07], [0.07, -0.06, -0.19], [-0.10, -0.37, -0.11], [-0.05, 0.09, -0.07], [-0.13, -0.14, -0.19], [0.03, 0.11, 0.07], [0.00, 0.14, 0.02], [0.08, 0.11, 0.03], [0.40, 0.11, -0.09], [-0.01, 0.04, -0.02], [0.03, 0.04, -0.08], [-0.12, -0.06, 0.09], [-0.09, -0.05, 0.01], [-0.17, -0.02, -0.01], [0.26, 0.25, -0.10], [0.04, -0.06, 0.00], [0.01, 0.28, -0.01], [-0.06, -0.11, 0.15], [-0.14, -0.14, -0.03], [-0.07, -0.20, 0.02], [0.17, 0.21, -0.22], [-0.12, 0.09, 0.00], [0.15, 0.01, 0.04], [-0.17, -0.09, -0.04], [-0.10, -0.07, 0.08], [-0.07, -0.14, 0.06], [-0.18, -0.36, -0.17], [0.02, 0.05, 0.05], [-0.01, 0.00, 0.06], [0.10, 0.12, 0.02], [0.08, 0.11, 0.10], [0.02, 0.13, 0.06], [-0.38, 0.14, 0.25], [0.01, -0.03, 0.03], [-0.05, 0.03, 0.03], [0.11, -0.07, -0.13], [0.16, -0.11, -0.03], [0.16, -0.01, -0.07], [0.02, -0.35, 0.13], [-0.01, 0.03, -0.08], [-0.02, 0.00, 0.12], [0.04, 0.11, -0.04], [-0.04, 0.13, -0.04], [0.03, 0.10, -0.08], [-0.05, -0.19, 0.25], [0.02, 0.02, -0.05], [-0.02, -0.04, 0.05], [0.02, 0.09, -0.06], [-0.01, 0.05, -0.10], [0.05, 0.07, -0.08], [0.34, -0.25, 0.01], [-0.04, 0.03, 0.01], [0.06, -0.04, -0.02], [-0.11, 0.02, -0.04], [-0.10, 0.14, -0.01], [-0.14, 0.05, -0.02], [0.16, 0.36, -0.23], [0.05, 0.01, 0.12], [0.15, 0.06, 0.00], [-0.04, -0.09, 0.10], [-0.02, -0.13, 0.04], [-0.12, -0.09, 0.09], [0.10, 0.01, -0.41], [-0.02, 0.00, 0.05], [0.01, 0.00, -0.07], [0.00, 0.03, 0.13], [-0.07, -0.05, 0.13], [-0.02, 0.05, 0.13], [-0.33, -0.12, -0.24], [0.03, -0.02, 0.04], [0.02, -0.09, -0.04], [0.10, 0.01, 0.06], [0.09, 0.09, 0.12], [0.13, 0.02, 0.02], [0.27, 0.10, -0.09], [-0.03, -0.03, 0.04], [0.04, 0.06, -0.02], [-0.13, -0.03, 0.09], [-0.13, -0.08, 0.00], [-0.09, -0.02, 0.00], [-0.18, 0.25, 0.23], [0.03, 0.00, -0.09], [-0.08, 0.18, 0.03], [0.03, -0.09, -0.10], [0.07, -0.10, -0.04], [0.09, -0.06, -0.08], [0.03, -0.32, 0.15], [-0.01, 0.02, -0.01], [-0.05, -0.07, 0.02], [0.02, 0.12, -0.02], [-0.04, 0.11, -0.03], [0.01, 0.10, -0.08], [0.34, 0.38, -0.22], [0.04, -0.02, -0.04], [0.12, 0.04, -0.03], [-0.16, -0.14, -0.04], [-0.11, -0.08, 0.00], [-0.19, -0.02, -0.07]], "mulliken_charge": [-0.7740, 0.1803, -0.5543, -0.0476, -0.0652, -0.8674, -0.6198, -0.8696, 1.1668, 0.4015, 0.0912, -0.5030, -0.2245, -0.4634, 0.3918, 0.0472, 0.3876, 0.3087, 0.2880, -0.0879, 0.2070, 0.3422, 0.4349, 0.0778, 0.5435, 0.3271, -0.3616, 0.0685, -0.6007, -0.1150, 0.4141, 0.4347, -0.7570, 0.5487, -0.5184, 0.0061, 0.3569, 0.3047, -1.0330, 0.6088, -0.4881, 0.3335, 0.3518, 0.2966, -0.4032, 0.3575, -0.4393, 0.3151, -0.0788, 0.2514, -0.5788, 0.4443, -0.5192, 0.3354, 0.1590, 0.0684, -1.0192, 0.3176, -0.4326, 0.3903, 0.2643, 0.4427, -0.8895, 0.4731, -0.4021, 0.3822, 0.1132, 0.3384, -0.8404, 0.3820, -0.3915, 0.3231, 0.2733, 0.2665, -0.8910, 0.4029, -0.3476, 0.3194, 0.2827, 0.2810, -0.6292, 0.2461, -0.3516, 0.2080, 0.2793, 0.2322, -0.5588, 0.3061, -0.3760, 0.1116, 0.2714, 0.2447, -0.9960, 0.5971, -0.4405, 0.3217, 0.2738, 0.2951, -0.6096, 0.2764, -0.3695, 0.3210, 0.2660, 0.1095, -0.3668, 0.1669, -0.4100, 0.0017, 0.3660, 0.2421, -0.4609, 0.2329, -0.4010, 0.1836, 0.2764, 0.2021, -0.8010, 0.4273, -0.4056, 0.2679, 0.2864, 0.2696, -0.6934, 0.3217, -0.3671, 0.2871, 0.1935, 0.2656, -0.7787, 0.4658, -0.4366, 0.1144, 0.2925, 0.3091]}

***

{"formula": "C44H49NP2V", "method": "ωB97M-V with the def2-TZVPD basis set", "spin_multiplicity": 4, "homo_lumo_gap_ev": [6.84, 7.08], "symbols": ["V", "C", "C", "C", "C", "C", "C", "C", "C", "C", "H", "H", "H", "H", "H", "H", "H", "H", "H", "H", "H", "H", "H", "H", "H", "P", "P", "C", "C", "C", "C", "C", "C", "C", "C", "C", "C", "C", "C", "C", "C", "C", "C", "C", "C", "C", "C", "C", "C", "C", "C", "C", "C", "H", "H", "H", "H", "H", "H", "H", "H", "H", "H", "H", "H", "H", "H", "H", "H", "H", "H", "H", "H", "H", "H", "C", "N", "C", "C", "C", "C", "C", "C", "C", "C", "H", "H", "H", "H", "H", "H", "H", "H", "H", "H", "H", "H"], "positions_angstrom": [[0.0736, -0.2150, 2.0406], [-2.2817, 0.1046, 3.7709], [-2.4360, 0.0410, 2.4220], [-2.6874, 1.2152, 1.4987], [-1.4408, 1.9463, 0.9414], [-0.2354, 2.0391, 1.8035], [-0.2930, 2.2089, 3.1906], [-1.5399, 2.5891, 3.9002], [-2.3493, 1.3860, 4.5140], [1.9240, 0.4479, 2.8513], [-2.1912, -0.8247, 4.3839], [-2.7490, -0.9569, 2.0298], [-3.4178, 1.9681, 1.8476], [-3.1264, 0.7679, 0.5916], [-1.1918, 1.4593, -0.0135], [-1.7625, 2.9626, 0.6790], [0.7307, 2.3054, 1.3167], [0.6263, 2.5730, 3.6820], [-2.2325, 3.1937, 3.2892], [-1.2361, 3.2611, 4.7224], [-1.9925, 1.2147, 5.5514], [-3.4113, 1.7516, 4.5690], [2.1743, 0.2837, 3.9284], [2.3371, 1.4190, 2.5205], [2.3563, -0.3762, 2.2062], [-0.2213, -1.4008, -3.8013], [1.4428, 0.7887, -3.9524], [-1.0777, 0.1073, -4.3837], [-0.2095, 1.1169, -4.6136], [-0.6242, -2.5778, -5.1876], [-1.7608, -2.4488, -5.9991], [-2.0189, -3.3980, -6.9993], [-1.1452, -4.4771, -7.1916], [-0.0182, -4.6038, -6.3792], [0.2482, -3.6621, -5.3827], [-1.2673, -1.9297, -2.4110], [-0.9354, -1.2751, -1.2058], [-1.5762, -1.6646, -0.0319], [-2.7179, -2.4777, -0.1438], [-3.0595, -3.1113, -1.3402], [-2.2945, -2.8768, -2.4961], [2.3153, 1.1316, -5.5904], [2.1557, 0.2303, -6.6618], [2.6496, 0.5563, -7.9262], [3.3431, 1.7502, -8.1454], [3.5690, 2.6023, -7.0608], [3.0814, 2.2856, -5.7844], [1.7273, 2.3315, -3.0281], [2.9803, 2.4533, -2.3898], [3.3519, 3.6836, -1.8383], [2.4679, 4.7689, -1.8973], [1.1901, 4.6135, -2.4614], [0.7993, 3.3734, -2.9859], [-2.1499, 0.1716, -4.5791], [-0.4764, 2.0021, -5.1902], [-2.4571, -1.6197, -5.8208], [-2.9072, -3.3032, -7.6122], [-1.3526, -5.2190, -7.9689], [0.6618, -5.4473, -6.4976], [1.1152, -3.7714, -4.7194], [-0.1679, -0.4942, -1.2126], [-1.1394, -1.4074, 0.9768], [-3.3413, -2.6196, 0.7442], [-3.9081, -3.7977, -1.3874], [-2.4975, -3.3899, -3.4402], [1.6443, -0.7276, -6.4960], [2.5046, -0.1321, -8.7556], [3.7087, 2.0071, -9.1387], [4.1317, 3.5199, -7.1889], [3.3026, 2.9383, -4.9372], [3.6505, 1.6003, -2.3593], [4.3416, 3.7797, -1.3885], [2.7842, 5.7491, -1.5226], [0.5086, 5.4618, -2.5075], [-0.2059, 3.2275, -3.3807], [-1.3181, -0.3501, 7.6584], [0.0395, 0.0697, 7.5245], [0.7127, 0.4668, 8.7208], [0.6979, 0.1486, 6.2386], [0.7245, -1.1613, 5.4796], [1.1181, -2.2593, 6.2968], [0.9665, -3.5771, 5.8545], [0.4264, -3.7981, 4.5923], [0.0879, -2.7066, 3.7417], [0.3776, -1.3772, 4.1217], [-1.4284, -0.8894, 8.6155], [-1.6016, -1.0037, 6.8205], [-1.9998, 0.5178, 7.6738], [1.0505, -0.4353, 9.2673], [1.5922, 1.0695, 8.4453], [0.0693, 1.0406, 9.4114], [0.2448, 0.9552, 5.6502], [1.7272, 0.4496, 6.4966], [1.5310, -2.1079, 7.3122], [1.2830, -4.4226, 6.4701], [0.2938, -4.8304, 4.2522], [-0.3882, -2.9821, 2.7898]], "forces_ev_per_a": [[1.37, 0.49, 3.98], [-0.32, -0.62, -0.72], [-1.05, -0.79, 0.89], [-0.34, -0.18, -0.84], [-0.54, 0.14, -0.48], [0.56, 1.03, 2.06], [0.76, 1.47, -2.86], [-0.82, -0.33, 0.92], [0.19, 1.09, 1.00], [0.36, -0.45, -0.52], [-0.20, 0.84, -0.79], [0.63, 0.94, 0.39], [0.28, -0.56, 0.29], [-0.23, 0.23, 0.35], [0.17, 0.20, 0.10], [0.07, 0.00, -0.19], [-0.71, -0.66, 0.29], [-0.38, -0.92, -0.29], [0.46, -0.33, -0.11], [-0.25, -0.37, -0.18], [-0.36, 0.18, -0.63], [0.75, -0.61, 0.08], [-0.09, 0.01, -1.12], [0.00, -0.35, -0.04], [0.43, 0.37, 0.59], [-0.70, -1.39, -0.69], [1.50, 0.98, -0.84], [0.61, 0.49, 0.04], [-0.94, -1.12, 0.13], [-0.34, 0.02, 0.34], [0.08, -0.37, -0.15], [0.35, 0.07, 0.33], [-0.11, 0.26, 0.11], [0.09, 0.03, 0.16], [-0.32, 0.19, 0.04], [-0.39, 0.29, -0.28], [-0.23, -0.80, 0.06], [0.18, 0.07, -0.43], [0.17, -0.22, 0.61], [0.23, 0.25, -0.32], [0.12, 0.30, 0.89], [0.22, 0.18, 0.30], [-0.03, 0.24, 0.24], [0.10, -0.04, 0.06], [-0.17, 0.03, 0.55], [-0.06, -0.31, 0.18], [-0.02, -0.09, -0.47], [0.34, 0.10, 0.02], [-0.66, 0.75, -0.15], [-0.20, -0.25, -0.11], [-0.11, -0.01, -0.24], [0.30, -0.31, 0.26], [0.54, 0.56, 0.21], [0.23, -0.05, -0.18], [0.02, 0.05, 0.31], [0.28, -0.43, -0.23], [0.05, 0.00, -0.01], [0.09, 0.29, 0.30], [-0.19, 0.18, -0.07], [-0.29, 0.04, -0.36], [0.04, -0.45, 0.05], [-1.04, -0.41, -1.31], [0.30, -0.28, -0.25], [0.21, 0.30, 0.13], [0.04, 0.18, 0.38], [0.08, 0.45, -0.16], [-0.01, 0.06, 0.16], [-0.08, -0.08, 0.25], [0.00, -0.05, -0.06], [-0.18, -0.07, -0.36], [0.02, 0.09, -0.06], [-0.33, 0.10, -0.06], [-0.18, -0.43, -0.10], [0.12, -0.19, 0.11], [0.33, 0.20, 0.00], [0.04, 0.08, -0.02], [0.00, -0.03, -0.14], [0.34, -0.31, 0.01], [0.32, 0.69, 0.19], [0.56, -1.52, 0.37], [-0.31, -0.06, -0.28], [0.24, 0.38, -0.30], [-0.32, 0.23, -0.61], [1.05, -0.93, 1.41], [-1.98, 0.16, -0.97], [-0.20, -0.01, -0.40], [0.03, 0.03, 0.30], [-0.22, -0.17, 0.10], [0.14, 0.31, 0.21], [-0.27, -0.14, 0.37], [0.17, 0.00, -0.31], [0.20, -0.06, -0.39], [-0.21, 0.05, -0.43], [-0.44, 0.15, -0.61], [-0.12, 0.30, -0.13], [-0.11, 0.33, 0.05], [0.29, 0.30, 0.08]], "lowdin_spin": [2.8673, 0.0307, 0.0099, 0.0073, 0.0142, 0.0247, 0.0623, 0.0123, 0.0087, -0.0829, 0.0018, 0.0026, 0.0008, 0.0001, 0.0014, 0.0038, 0.0082, 0.0037, 0.0014, 0.0008, 0.0000, 0.0015, -0.0005, -0.0020, 0.0009, 0.0001, 0.0000, 0.0000, 0.0001, 0.0000, 0.0000, 0.0000, 0.0000, 0.0000, 0.0000, 0.0010, 0.0074, 0.0253, 0.0028, 0.0009, 0.0009, 0.0000, 0.0000, 0.0000, 0.0000, 0.0000, 0.0000, 0.0001, 0.0001, 0.0000, 0.0000, 0.0000, 0.0000, 0.0000, 0.0000, 0.0000, 0.0000, 0.0000, 0.0000, 0.0000, 0.0028, 0.0210, 0.0002, 0.0001, 0.0001, 0.0000, 0.0000, 0.0000, 0.0000, 0.0000, 0.0000, 0.0000, 0.0000, 0.0000, 0.0000, 0.0002, 0.0007, 0.0001, 0.0015, -0.0025, -0.0031, 0.0064, -0.0008, 0.0102, -0.0604, 0.0000, 0.0001, 0.0000, 0.0000, 0.0000, 0.0000, 0.0009, 0.0004, -0.0007, 0.0005, -0.0006, 0.0048]}